Record 1
ORCA calculation (ωB97M-V/def2-TZVPD) on C13H12I2N2O7RhS2 as an isolated structure.

Properties
Orbital gap (alpha / beta): 7.98 / 5.43 eV
Energy: -2640.78892 a.u.
Charge: +1
Expectation value of S²: 6.009
Multiplicity: 5

```
39
Properties=species:S:1:pos:R:3:mulliken_charge:R:1
Rh -0.372 -0.702 -0.823 0.8415
O 1.609 -1.016 1.257 -0.4778
S 0.596 -0.279 1.999 1.5201
O 0.446 -0.610 3.378 -0.7030
O -0.708 -0.347 1.252 -0.5957
C 1.087 1.453 1.931 -0.1838
C 1.258 2.031 3.177 -0.4368
C 1.673 3.351 3.323 -0.6393
C 1.932 4.115 2.207 -0.6357
C 1.766 3.558 0.945 -0.5604
C 1.347 2.243 0.790 0.0445
S 1.124 1.807 -0.924 1.7164
O 1.746 2.806 -1.722 -0.6445
O 1.750 0.420 -1.135 -0.5068
O -0.297 1.533 -1.179 -0.7085
H 1.061 1.427 4.050 0.5749
H 1.790 3.766 4.314 0.4179
H 2.255 5.143 2.298 0.4216
H 1.961 4.157 0.067 0.5577
N 2.275 -3.643 0.014 -0.2857
C 1.884 -2.742 -0.868 1.0455
O 0.686 -2.592 -1.172 -0.9102
C 2.957 -1.982 -1.624 -1.2073
I 3.920 -0.418 -0.565 0.5212
H 1.572 -4.105 0.570 0.2681
H 3.237 -3.746 0.286 0.2144
H 2.521 -1.492 -2.487 0.3903
H 3.770 -2.637 -1.935 0.5892
I -6.041 -1.202 1.016 0.1764
C -4.727 -1.104 -0.579 -0.5160
C -5.177 -1.091 -1.890 -0.0279
C -4.250 -1.019 -2.917 -0.7726
C -2.908 -0.968 -2.604 -0.1315
N -2.472 -0.988 -1.338 -0.1966
C -3.362 -1.045 -0.341 0.0617
H -6.236 -1.133 -2.107 0.3956
H -4.562 -1.000 -3.951 0.4085
H -2.152 -0.913 -3.377 0.4747
H -2.962 -1.035 0.664 0.4998
```

Record 2
ORCA calculation (ωB97M-V/def2-TZVPD) on a 4-piece molecular cluster, C39H38Br2F3N3O9 overall at a distorted geometry.

Properties
Orbital gap: 7.26 eV
Energy: -7797.84360 a.u.
Charge: 0

```
94
Properties=species:S:1:pos:R:3:mulliken_charge:R:1
C 3.201 -1.985 3.181 -1.1725
C 3.374 -3.171 2.205 0.2552
O 4.621 -3.184 1.556 -0.4235
C 4.607 -2.437 0.348 -0.4664
C 3.903 -3.220 -0.771 -0.4183
C 3.404 -2.323 -1.924 -1.0789
C 2.345 -1.295 -1.481 -0.2835
C 0.970 -1.985 -1.415 -0.8858
C -0.123 -1.227 -0.688 1.9218
C -1.010 -1.924 0.113 1.0741
C -0.920 -3.431 0.321 -1.7300
C -1.076 -4.250 -0.970 -0.7901
C -0.900 -5.747 -0.649 0.2313
F 0.041 -5.974 0.288 -0.3076
Br -0.294 -6.649 -2.295 -0.0480
C -2.222 -6.435 -0.223 0.5608
F -2.736 -5.901 0.884 -0.1895
F -3.122 -6.405 -1.194 -0.1842
Br -1.873 -8.336 0.195 -0.1247
C -2.039 -1.298 0.786 -1.2713
C -2.153 0.040 0.678 0.4285
C -1.281 0.771 -0.109 0.9572
C -0.288 0.151 -0.805 -0.9578
N 0.565 0.942 -1.647 -0.2697
C -1.672 2.230 -0.011 -0.3557
O -1.458 3.164 -0.747 -0.5910
N -2.447 2.271 1.186 0.2033
C -1.773 2.822 2.376 -0.6511
C -1.416 1.793 3.436 -0.1199
N -0.394 1.057 3.252 -0.4212
C -3.129 1.023 1.305 -0.5910
O -4.239 0.864 1.753 -0.5927
H 4.129 -1.733 3.690 0.3121
H 2.765 -1.131 2.656 0.2199
H 2.452 -2.301 3.914 0.3972
H 2.515 -3.139 1.520 -0.2410
H 3.272 -4.098 2.775 0.4485
H 5.616 -2.217 -0.006 0.3602
H 4.124 -1.476 0.560 0.2196
H 4.622 -3.941 -1.169 0.3984
H 3.047 -3.789 -0.401 0.1017
H 2.943 -3.003 -2.650 0.3988
H 4.235 -1.846 -2.451 0.4221
H 2.615 -0.766 -0.566 0.4333
H 2.287 -0.561 -2.286 0.1183
H 0.689 -2.304 -2.423 0.4025
H 1.128 -2.905 -0.844 -0.0944
H -1.727 -3.735 0.989 0.7043
H 0.011 -3.628 0.859 0.2806
H -2.058 -4.112 -1.427 0.5204
H -0.338 -4.029 -1.731 0.5181
H -2.750 -1.847 1.392 0.5213
H 1.386 1.142 -1.080 0.2214
H 0.126 1.849 -1.772 0.3258
H -0.825 3.243 2.032 0.3870
H -2.321 3.625 2.856 0.2910
H -1.974 1.685 4.371 0.4777
H -0.265 0.436 4.052 0.2446
C 2.505 4.597 -5.803 -0.4099
C 1.814 4.561 -4.667 -0.4248
C 2.036 3.488 -3.667 0.4627
O 1.405 3.453 -2.632 -0.5051
C 3.056 2.459 -3.980 -0.1211
C 3.747 2.495 -5.116 -0.4077
C 3.527 3.568 -6.117 0.3550
O 4.157 3.603 -7.152 -0.5474
H 2.358 5.371 -6.546 0.4035
H 1.065 5.302 -4.419 0.4386
H 3.202 1.685 -3.237 0.3041
H 4.496 1.753 -5.364 0.4280
C -5.807 0.431 -2.337 -0.2773
C -4.519 0.116 -2.229 -0.1057
C -3.914 -0.951 -3.061 0.2415
O -2.740 -1.238 -2.959 -0.4422
C -4.799 -1.655 -4.021 -0.4713
C -6.088 -1.342 -4.130 -0.4168
C -6.693 -0.273 -3.297 0.2243
O -7.866 0.013 -3.398 -0.5488
H -6.267 1.206 -1.737 0.4628
H -3.856 0.618 -1.536 0.4417
H -4.339 -2.431 -4.620 0.4459
H -6.750 -1.844 -4.824 0.4083
C 1.612 4.827 6.103 -0.4418
C 0.652 4.510 5.239 -0.1346
C -0.693 5.129 5.324 0.4038
O -1.570 4.837 4.536 -0.4786
C -0.929 6.115 6.406 -0.3817
C 0.031 6.432 7.271 -0.4156
C 1.378 5.814 7.187 0.2894
O 2.253 6.104 7.972 -0.5359
H 2.600 4.387 6.059 0.4271
H 0.803 3.792 4.441 0.4048
H -1.917 6.554 6.449 0.4288
H -0.120 7.149 8.068 0.3986
```

Record 3
ORCA calculation (ωB97M-V/def2-TZVPD) on a 5-piece molecular cluster, C23H37F3N5O20PS5 overall at a distorted geometry.

Properties
Orbital gap: 6.63 eV
Energy: -5308.48545 a.u.
Charge: 0

```
94
Properties=species:S:1:pos:R:3:mulliken_charge:R:1
C -0.404 -1.919 6.028 -0.8481
C 0.489 -0.552 6.155 -0.1680
O 0.011 0.591 5.365 -0.4631
C -0.137 0.274 3.938 -0.0012
C 1.111 -0.009 2.880 0.8736
C 2.634 0.064 3.490 -0.5885
C 2.953 1.541 4.201 -0.6749
C 3.861 2.508 3.206 0.6861
F 3.038 2.986 2.067 -0.2339
F 5.132 1.844 2.749 -0.2710
F 4.291 3.709 3.975 -0.2728
C 0.851 -0.358 1.265 -0.0410
P 2.248 -0.750 0.009 0.3589
N 3.056 0.819 -0.431 -0.5030
O 3.458 -1.837 0.720 -0.4843
C -0.696 -0.385 0.662 -0.2657
S -1.160 -0.711 -1.123 -0.0128
C -1.911 -0.070 1.716 -0.2585
C -1.649 0.234 3.306 0.2205
C -3.138 0.443 3.957 0.1911
O -3.509 1.127 5.074 -0.5924
N -4.009 -0.289 2.947 0.3599
C -5.497 -0.342 3.209 -1.0592
C -6.065 -1.878 2.897 0.6539
N -5.295 -2.899 3.721 -0.6317
N -7.586 -1.960 3.111 -0.7530
N -5.850 -2.289 1.429 -0.7073
C -3.544 0.002 1.534 0.2648
O -4.228 0.223 0.396 -0.5495
H -0.609 -2.286 4.936 0.2321
H 0.237 -2.783 6.545 0.3427
H -1.383 -1.833 6.697 0.2547
H 0.417 -0.215 7.298 0.3054
H 1.644 -0.801 5.995 0.1272
H 2.874 -0.843 4.198 0.3101
H 3.380 -0.014 2.585 0.1360
H 1.965 2.132 4.416 0.3168
H 3.533 1.349 5.199 0.2947
H 2.459 1.164 -1.236 0.3008
H 3.958 0.516 -0.907 0.2106
H 3.048 -2.167 1.577 0.3036
H -1.554 0.567 -1.625 0.2083
H -6.078 0.486 2.603 0.3490
H -5.701 -0.127 4.351 0.4111
H -4.536 -3.311 3.127 0.2788
H -5.921 -3.634 4.123 0.2614
H -7.868 -2.783 2.502 0.3288
H -7.990 -1.129 2.619 0.3351
H -5.904 -3.348 1.338 0.2534
H -6.583 -1.845 0.818 0.2694
C 7.731 2.888 -0.242 -0.3394
C 7.275 1.456 0.031 -0.0374
O 6.571 1.059 -1.143 -0.2395
S 7.236 1.799 -2.436 1.0829
O 8.160 0.878 -3.058 -0.5454
O 6.187 2.475 -3.165 -0.5368
O 8.101 2.914 -1.619 -0.3178
H 6.910 3.597 -0.096 0.2958
H 8.578 3.178 0.386 0.3288
H 6.631 1.385 0.910 0.0562
H 8.133 0.787 0.153 0.2741
C -1.133 1.992 -6.288 -0.2541
C -2.089 2.642 -5.292 -0.2284
O -3.082 1.654 -5.028 -0.3198
S -2.398 0.176 -5.128 0.9937
O -2.061 -0.256 -3.790 -0.4485
O -3.178 -0.627 -6.042 -0.5648
O -1.024 0.630 -5.878 -0.3402
H -1.547 2.010 -7.302 0.2351
H -0.149 2.469 -6.289 0.3327
H -2.546 3.552 -5.688 0.3062
H -1.580 2.871 -4.350 0.2690
C -6.304 4.201 -8.738 -0.3124
C -5.551 2.883 -8.903 -0.2552
O -4.249 3.251 -9.351 -0.3040
S -3.855 4.697 -8.707 1.0513
O -3.042 4.461 -7.534 -0.5326
O -3.455 5.581 -9.777 -0.5433
O -5.349 5.122 -8.213 -0.3133
H -6.648 4.582 -9.705 0.2818
H -7.156 4.107 -8.060 0.3138
H -6.032 2.216 -9.622 0.3124
H -5.444 2.367 -7.943 0.2337
C 4.593 -5.654 0.899 -0.1978
C 5.411 -5.122 2.073 -0.3559
O 4.479 -4.982 3.143 -0.3006
S 3.334 -6.135 3.002 1.0805
O 3.690 -7.234 3.872 -0.5429
O 2.038 -5.497 3.030 -0.4960
O 3.663 -6.574 1.467 -0.3150
H 4.027 -4.851 0.417 0.2011
H 5.218 -6.154 0.154 0.3069
H 5.887 -4.165 1.849 0.3121
H 6.174 -5.845 2.382 0.3143
```